Here is a cluster of 2 separate species, CH6S2 in total at a distorted geometry from the Open Molecules 2025 dataset. Energies are from ωB97M-V/def2-TZVPD.

Cartesian coordinates (Å):
C  1.81246  0.26280  3.27183
H  2.17102  -0.41672  4.10830
H  0.76376  0.34379  2.96879
H  2.43055  0.02982  2.34236
H  2.13505  1.38712  3.28543
S  -0.79733  -0.27604  -1.96007
S  -0.34764  0.17120  0.07598
H  0.38665  -0.13402  -2.61355
H  -0.44236  -1.10933  0.42326

The value obtained for the gap between HOMO and LUMO is 9.639 eV. For the energy above the lowest of the compared OMol25 structures with the same formula, charge and spin, the calculation gives 13.56 kcal per mole. The value obtained for the molar mass is 82.19 g/mol. The SMILES is SS.C. The highest occupied orbital energy comes out at -0.3494 Eh. The value obtained for the electronic energy is -838.0331 Ha.